Formula: C4H12IN2
Source: the Open Molecules 2025 dataset
Level of theory: ωB97M-V/def2-TZVPD

Geometry (Å):
C 1.30 0.20 0.50
C -0.65 -0.80 -1.58
C -0.15 0.56 0.61
C -0.98 -0.43 -0.17
N -0.63 -2.15 1.14
N -0.31 2.00 0.19
I -3.04 0.08 0.10
H 1.46 -0.91 0.85
H 2.03 0.66 1.05
H 1.56 0.40 -0.48
H -1.54 -1.46 -1.80
H 0.33 -1.23 -1.49
H -0.49 0.16 -2.06
H -0.25 0.33 1.72
H -1.54 -2.58 1.06
H 0.01 -2.62 0.51
H -1.31 2.43 0.32
H 0.18 2.29 -0.70
H 0.06 2.72 0.81

Values from the calculation:
Total charge: +1
Relative energy (zero: lowest compared OMol25 entry of this formula, charge and spin) in eV: 1.276
HOMO-LUMO gap (spin up / spin down) in eV: 7.3 / 7.5
Spin multiplicity: 3
Expectation value of S²: 2.010

Table of natural (NBO) atomic charges, one value per atom, all in e: number 1, C, carries -0.6298; number 2, C, carries -0.7611; number 3, C, carries -0.2379; number 4, C, carries 0.0309; number 5, N, carries -0.5612; number 6, N, carries -0.7229; number 7, I, carries 0.1807; number 8, H, carries 0.2627; number 9, H, carries 0.2408; number 10, H, carries 0.1940; number 11, H, carries 0.2675; number 12, H, carries 0.2344; number 13, H, carries 0.2219; number 14, H, carries 0.2826; number 15, H, carries 0.3267; number 16, H, carries 0.3078; number 17, H, carries 0.4705; number 18, H, carries 0.4499; number 19, H, carries 0.4425